Record 1
Here is one molecule with the formula C6H9N from the Open Molecules 2025 dataset. Energies are from the ωB97M-V functional and the def2-TZVPD basis.

Values from the calculation:
- lowest unoccupied orbital energy (Ha) = 0.0388
- SMILES = Cc1c[nH]c(C)c1
- highest occupied orbital energy (eV) = -7.80
- energy above the lowest of the compared OMol25 structures with the same formula, charge and spin (eV) = 0.434
- E_tot (eV) = -7857.7259
- orbital gap (eV) = 8.86

Last column: Löwdin charge in e.
Atoms and positions in Å:
1 C 0.097220 1.365823 2.113957  -0.07
2 C 0.319797 0.276172 1.124262  -0.31
3 C -0.068098 -1.043809 1.158216  -0.08
4 N -0.182337 -1.487091 -0.146942  0.05
5 C 0.148691 -0.469628 -1.012275  -0.33
6 C -0.152945 -0.444498 -2.476061  -0.04
7 C 0.542880 0.588745 -0.244570  -0.04
8 H -0.199967 0.993182 3.094928  0.07
9 H -0.744528 1.955958 1.718156  0.08
10 H 0.943262 2.053712 2.197604  0.07
11 H -0.313798 -1.709650 1.979915  0.11
12 H -0.619012 -2.354626 -0.413005  0.15
13 H -1.226008 -0.604029 -2.645499  0.08
14 H 0.082339 0.556787 -2.853616  0.08
15 H 0.403340 -1.168976 -3.077235  0.07
16 H 0.876742 1.550470 -0.612225  0.11

Atomic forces in eV per Å
C -0.05 0.19 0.22
C -0.12 -0.43 -0.32
C -0.25 0.17 0.05
N 0.05 0.08 -0.19
C 0.01 0.03 0.01
C 0.05 -0.08 -0.11
C -0.22 0.19 -0.07
H 0.18 0.06 0.02
H 0.20 -0.05 0.31
H 0.00 -0.16 0.15
H -0.02 0.30 -0.17
H 0.21 0.09 0.02
H 0.19 -0.04 -0.01
H -0.01 -0.24 0.05
H -0.03 -0.03 0.10
H -0.19 -0.07 -0.06


Record 2
Here is a 14-piece molecular cluster, C44H73BCl12N7O8 overall in a non-equilibrium geometry from the Open Molecules 2025 dataset. Energies are from the ωB97M-V functional and the def2-TZVPD basis.

Values from the calculation:
- lowest unoccupied orbital energy (Ha) = 0.0586
- highest occupied orbital energy (eV) = -7.60
- E_tot (eV) = -224573.4799
- orbital gap (eV) = 9.19
- net charge = -1

Last column: Löwdin charge in e.
Atoms and positions in Å:
1 O 28.376710 -4.654250 3.360860  0.12
2 C 29.211360 -3.897400 2.905870  -0.37
3 O 30.040200 -4.091420 1.878390  0.21
4 B 30.905730 -2.912460 1.623990  -0.79
5 O 30.413400 -1.969250 2.682460  0.22
6 C 29.461960 -2.464720 3.391010  -0.41
7 O 28.932450 -1.972950 4.392350  0.10
8 O 30.779960 -2.380080 0.207770  0.21
9 C 31.889350 -2.678650 -0.431000  -0.36
10 O 32.069000 -2.572980 -1.660410  0.09
11 C 32.965190 -3.076230 0.638290  -0.34
12 O 32.357100 -3.116400 1.852370  0.21
13 O 34.142250 -3.261240 0.396800  0.12
14 C 23.282670 -10.524030 7.504180  -0.10
15 C 23.869760 -11.812370 6.869980  -0.24
16 C 23.307670 -13.073610 7.491840  -0.23
17 C 21.882010 -13.242400 7.571540  -0.24
18 N 20.738730 -13.349170 7.704390  0.14
19 H 23.903870 -9.686340 7.187170  0.07
20 H 23.252480 -10.393420 8.585910  0.07
21 H 22.219680 -10.452700 7.273820  0.07
22 H 24.932740 -11.915700 7.087890  0.10
23 H 23.805840 -11.867730 5.783270  0.11
24 H 23.719850 -13.217560 8.490580  0.12
25 H 23.709230 -13.880560 6.878920  0.12
26 C 28.858240 -6.899900 -8.399050  -0.13
27 C 29.637080 -5.650830 -8.250330  -0.28
28 C 28.803510 -4.639770 -7.404310  -0.18
29 C 28.209950 -5.196590 -6.182300  -0.24
30 N 27.732170 -5.597750 -5.198200  0.14
31 H 28.727670 -7.390000 -7.434240  0.08
32 H 29.388660 -7.570450 -9.075150  0.08
33 H 27.922060 -6.520640 -8.808720  0.08
34 H 29.883300 -5.238220 -9.228710  0.11
35 H 30.600330 -5.764940 -7.753110  0.11
36 H 27.930180 -4.254840 -7.930840  0.12
37 H 29.469790 -3.820780 -7.133310  0.12
38 C 33.702290 4.382090 -9.310660  -0.12
39 C 34.197920 3.163790 -8.547760  -0.24
40 C 33.083800 2.305580 -7.883990  -0.18
41 C 31.876180 2.126960 -8.674820  -0.26
42 N 30.962170 2.011260 -9.354020  0.14
43 H 32.950410 4.182050 -10.074050  0.07
44 H 34.518800 4.779920 -9.913280  0.07
45 H 33.407230 5.246070 -8.715190  0.07
46 H 34.964580 3.401480 -7.810300  0.11
47 H 34.702410 2.497090 -9.247120  0.10
48 H 32.794180 2.836140 -6.976950  0.12
49 H 33.419290 1.282390 -7.714770  0.12
50 C 31.693600 -8.163450 8.889050  -0.11
51 C 31.986940 -6.699730 8.453710  -0.21
52 C 33.156800 -6.502100 7.402040  -0.18
53 C 34.436700 -7.123210 7.772810  -0.24
54 N 35.456160 -7.638260 8.082820  0.12
55 H 32.539060 -8.847020 8.811370  0.06
56 H 31.009380 -8.634130 8.183070  0.06
57 H 31.181450 -8.288800 9.843030  0.07
58 H 32.364580 -6.175260 9.331450  0.10
59 H 31.076310 -6.242090 8.067170  0.10
60 H 33.405600 -5.466720 7.169280  0.11
61 H 32.904720 -6.888360 6.414440  0.11
62 C 24.483540 0.228830 -2.220790  -0.10
63 C 23.123850 0.149600 -2.883610  -0.27
64 C 22.483890 1.478520 -3.335920  -0.18
65 C 22.166460 2.500690 -2.264360  -0.23
66 N 21.969030 3.253110 -1.395510  0.12
67 H 24.465900 1.064580 -1.521280  0.07
68 H 25.254530 0.416770 -2.968020  0.07
69 H 24.729270 -0.703000 -1.711470  0.08
70 H 22.448980 -0.298710 -2.154460  0.11
71 H 23.064760 -0.506340 -3.752140  0.10
72 H 21.485410 1.352550 -3.754580  0.11
73 H 23.136380 2.069420 -3.978720  0.11
74 C 19.810950 -0.294410 7.197000  -0.11
75 C 20.537750 -1.654500 7.327200  -0.25
76 C 22.006380 -1.559230 6.850290  -0.20
77 C 22.141700 -0.806610 5.614050  -0.23
78 N 22.196630 -0.220930 4.586120  0.14
79 H 20.079670 0.272740 8.088190  0.07
80 H 18.751960 -0.546600 7.252200  0.07
81 H 20.035130 0.254470 6.282360  0.06
82 H 19.917480 -2.342130 6.752290  0.10
83 H 20.591690 -2.080440 8.329080  0.10
84 H 22.336010 -2.589880 6.719090  0.11
85 H 22.663260 -1.194270 7.639860  0.12
86 C 40.402210 -8.935170 0.559100  -0.11
87 C 39.202220 -8.156900 1.143890  -0.25
88 C 39.543980 -7.096010 2.209210  -0.18
89 C 40.477400 -6.101640 1.709780  -0.26
90 N 41.217520 -5.343960 1.280240  0.14
91 H 40.006340 -9.748260 -0.049410  0.07
92 H 41.077450 -9.294380 1.335700  0.07
93 H 40.993820 -8.322240 -0.120900  0.07
94 H 38.479880 -8.846350 1.580910  0.10
95 H 38.740290 -7.734290 0.251640  0.11
96 H 40.119090 -7.548260 3.017180  0.12
97 H 38.657710 -6.595410 2.599140  0.12
98 Cl 39.503320 0.285830 -3.879110  0.50
99 C 40.907400 -0.486950 -3.033420  -0.62
100 C 42.161690 0.338500 -3.289490  -0.68
101 Cl 42.830540 0.050350 -4.910100  0.54
102 H 40.860420 -1.517830 -3.384380  0.06
103 H 40.563540 -0.533290 -2.000120  0.07
104 H 42.885930 0.093500 -2.512600  0.07
105 H 41.899470 1.390720 -3.179220  0.06
106 Cl 20.550750 -6.658720 0.264750  0.52
107 C 22.223920 -6.714080 -0.343780  -0.64
108 C 22.979610 -7.876410 0.265590  -0.68
109 Cl 22.263170 -9.505500 0.270650  0.52
110 H 22.693670 -5.759160 -0.108080  0.08
111 H 22.098170 -6.820400 -1.421270  0.07
112 H 23.147150 -7.678250 1.324250  0.06
113 H 23.985270 -7.995260 -0.137670  0.07
114 Cl 38.620330 3.099590 2.493250  0.55
115 C 38.939560 1.690260 3.537320  -0.70
116 C 37.679830 1.084500 4.014260  -0.68
117 Cl 37.977390 -0.235390 5.189320  0.55
118 H 39.519060 2.090550 4.369210  0.06
119 H 39.644760 1.009730 3.060170  0.07
120 H 37.004460 0.785950 3.212490  0.08
121 H 37.208970 1.913640 4.542400  0.07
122 Cl 28.707170 -12.263730 -3.024870  0.52
123 C 29.172820 -11.664550 -1.410750  -0.66
124 C 30.054340 -10.382210 -1.494340  -0.68
125 Cl 31.636100 -10.800900 -2.077620  0.56
126 H 29.687860 -12.461570 -0.874460  0.06
127 H 28.262200 -11.596240 -0.815600  0.06
128 H 30.139280 -9.850720 -0.546500  0.07
129 H 29.664990 -9.692850 -2.243540  0.06
130 Cl 28.813010 4.520950 9.617210  0.53
131 C 28.897330 2.900930 8.886980  -0.65
132 C 30.337830 2.704520 8.442640  -0.71
133 Cl 31.441070 2.412280 9.779860  0.55
134 H 28.140780 2.774800 8.112500  0.08
135 H 28.656480 2.182080 9.670160  0.06
136 H 30.651110 3.597410 7.901630  0.06
137 H 30.419700 1.829610 7.797710  0.07
138 Cl 32.329580 5.232800 1.872510  0.54
139 C 31.454660 3.781840 1.418870  -0.72
140 C 29.991330 3.924360 1.120160  -0.62
141 Cl 29.181760 4.525400 2.617300  0.51
142 H 31.569860 3.064880 2.231760  0.07
143 H 32.045670 3.500530 0.547280  0.06
144 H 29.604720 2.932450 0.886190  0.08
145 H 29.811310 4.641150 0.318960  0.07

Atomic forces in eV per Å
O 1.37 0.64 -0.82
C -1.12 -0.42 -0.03
O 0.08 -0.57 -0.16
B -0.47 0.65 0.79
O 0.97 1.17 -1.26
C -1.30 0.11 3.17
O 0.94 -0.69 -2.19
O -0.10 -0.84 1.16
C 0.74 0.65 -3.13
O -0.36 -0.41 3.67
C 1.17 -0.23 -0.05
O 0.00 -0.28 -1.78
O -1.88 0.23 0.67
C 0.26 -0.10 -0.51
C -0.03 0.51 1.35
C 0.91 -0.89 -0.34
C -1.75 0.22 0.23
N 0.94 0.03 -0.21
H -0.58 0.27 -0.43
H 0.57 -0.94 0.29
H 0.12 0.42 -0.63
H 0.16 0.40 -0.05
H -0.42 0.41 0.05
H -0.08 0.07 0.10
H -0.11 -0.40 0.16
C 0.21 -0.41 -0.30
C 0.32 1.20 0.99
C 0.44 0.00 -0.20
C -0.32 -0.73 1.87
N 0.78 0.63 -1.81
H -0.28 -0.05 -0.14
H -0.41 -0.19 -0.10
H -0.39 -0.93 -0.12
H -0.25 0.33 0.03
H 0.01 -0.27 0.13
H 0.22 0.18 -0.45
H -0.33 0.23 0.12
C 0.68 0.66 -0.54
C -0.48 -0.85 -0.64
C 0.21 0.56 0.10
C 0.30 0.47 -0.37
N -0.43 -0.13 -0.18
H -0.32 -0.31 0.40
H 0.34 -0.04 0.06
H -0.34 -0.30 0.32
H -0.25 0.16 0.16
H 0.06 0.07 -0.22
H -0.07 -0.50 0.32
H 0.30 0.20 0.61
C -0.29 -0.28 -1.33
C 1.38 -0.47 0.20
C -0.38 -0.52 -0.19
C 2.99 -1.85 1.27
N -3.40 1.75 -1.04
H 0.41 0.36 0.50
H -0.26 0.19 -0.27
H 0.38 0.42 0.16
H -0.44 0.29 0.08
H 0.20 0.18 0.11
H -0.38 0.28 0.47
H -0.22 -0.34 0.01
C 0.05 0.37 -0.64
C -1.14 0.06 0.36
C -0.25 1.49 1.28
C 0.40 0.13 1.63
N 0.24 -1.25 -1.71
H 0.22 -0.15 0.21
H 0.16 0.08 0.09
H -0.04 0.14 0.05
H -0.24 -0.01 0.00
H 0.38 -0.06 -0.04
H 0.29 -0.40 -0.65
H -0.07 -0.39 -0.58
C 0.00 -1.00 1.43
C 0.04 0.81 -0.81
C -0.47 -1.09 0.33
C 0.45 1.86 -3.71
N -0.20 -1.98 3.62
H -0.16 0.54 -0.22
H -0.13 0.52 -0.06
H 0.02 -0.20 0.11
H 0.63 -0.37 -0.33
H -0.34 0.40 0.19
H 0.29 0.01 -0.44
H -0.12 0.50 -0.11
C -0.25 0.36 0.31
C 0.41 -0.25 -0.49
C 0.41 -0.32 -0.39
C -0.39 0.10 -0.31
N 0.48 0.43 -0.19
H 0.16 -0.21 0.21
H -0.06 -0.28 -0.02
H -0.02 0.22 0.12
H 0.05 -0.03 0.04
H -0.39 0.45 0.34
H -0.44 -0.33 0.33
H 0.05 -0.11 0.05
Cl 0.05 0.00 -0.07
C -1.18 0.07 -0.35
C -0.64 -0.50 0.80
Cl 0.04 0.07 0.17
H 0.74 0.16 -0.17
H 0.57 0.35 0.13
H 0.28 -0.08 -0.32
H 0.13 -0.07 -0.21
Cl -0.19 0.18 0.27
C -0.51 -0.73 -0.60
C 0.95 0.24 1.14
Cl -0.33 0.13 -0.47
H 0.12 -0.24 0.03
H 0.30 0.05 0.06
H -0.15 0.17 0.00
H -0.18 0.21 -0.41
Cl -0.11 -0.15 -0.20
C 1.98 0.08 0.10
C -0.96 0.66 0.44
Cl -0.04 0.23 -0.43
H -0.25 0.00 0.17
H -0.40 -0.06 -0.45
H 0.23 -0.38 0.13
H -0.47 -0.39 0.24
Cl 0.10 0.05 0.13
C 0.31 0.25 0.68
C -1.57 -0.46 -0.18
Cl 1.17 -0.28 -0.18
H 0.47 0.01 -0.42
H -0.14 0.80 -0.31
H -0.05 -0.29 0.04
H -0.30 -0.05 0.23
Cl -0.50 0.25 0.09
C 0.47 -0.42 0.72
C -0.68 -0.25 -1.03
Cl 0.24 0.08 0.45
H 0.35 0.35 -0.23
H 0.01 0.07 0.02
H 0.19 -0.19 0.03
H -0.07 0.10 -0.08
Cl 0.03 1.03 0.47
C 0.62 -0.75 -0.24
C 0.20 0.50 0.37
Cl -0.16 -0.17 -0.42
H 0.18 -0.02 -0.17
H -0.54 -0.69 -0.07
H -0.17 0.19 -0.02
H -0.17 -0.12 0.11


Record 3
Here is one molecule with the formula C5H11NO in a non-equilibrium geometry from the Open Molecules 2025 dataset. Energies are from the ωB97M-V functional and the def2-TZVPD basis.

Values from the calculation:
- lowest unoccupied orbital energy (Ha) = 0.0319
- SMILES = CNC(=O)C(C)C
- highest occupied orbital energy (eV) = -9.38
- energy above the lowest of the compared OMol25 structures with the same formula, charge and spin (eV) = 1.061
- E_tot (eV) = -8900.6360
- orbital gap (eV) = 10.25

Last column: Löwdin charge in e.
Atoms and positions in Å:
1 C -1.592509 -1.547998 -1.123888  -0.11
2 N -0.325308 -1.542670 -0.414332  0.00
3 C 0.485889 -0.429009 -0.154724  -0.46
4 O 1.684287 -0.577064 -0.234782  0.07
5 C -0.194651 0.730937 0.565897  -0.33
6 C 0.748557 1.185343 1.699786  -0.06
7 C -0.434283 1.956680 -0.340821  -0.07
8 H -1.860096 -0.823458 -1.916571  0.08
9 H -2.344015 -1.358707 -0.351918  0.07
10 H -1.849809 -2.481259 -1.636256  0.08
11 H 0.202371 -2.388131 -0.571570  0.13
12 H -1.171912 0.360810 0.896620  0.13
13 H 1.449951 1.925797 1.348143  0.08
14 H 0.195632 1.398646 2.616533  0.08
15 H 1.454579 0.380672 1.922815  0.07
16 H -0.777643 2.838329 0.215158  0.08
17 H -1.221512 1.688057 -1.051903  0.07
18 H 0.500314 2.280927 -0.791185  0.08

Atomic forces in eV per Å
C -1.79 0.63 0.58
N 0.27 -0.01 -1.20
C -0.49 -1.46 0.50
O 0.27 0.57 -0.13
C 0.41 1.06 -0.44
C 0.12 -1.63 0.22
C -0.52 -0.33 0.14
H 1.17 0.28 0.33
H -0.50 -0.27 -0.25
H 0.55 -0.21 0.62
H 0.41 0.31 -0.22
H 0.29 0.12 0.30
H -0.31 0.83 0.08
H 0.21 0.55 -0.22
H -0.33 -0.19 0.29
H -0.11 -0.40 0.19
H 0.35 0.39 -0.37
H -0.01 -0.25 -0.45


Record 4
Here is H28O14 as an isolated structure in a non-equilibrium geometry from the Open Molecules 2025 dataset. Energies are from the ωB97M-V functional and the def2-TZVPD basis.

Values from the calculation:
- lowest unoccupied orbital energy (Ha) = 0.0051
- highest occupied orbital energy (eV) = -8.70
- energy above the lowest of the compared OMol25 structures with the same formula, charge and spin (eV) = 8.410
- E_tot (eV) = -29113.2416
- orbital gap (eV) = 8.84

Last column: Löwdin charge in e.
Atoms and positions in Å:
1 H 0.714565 0.550935 -0.453034  0.05
2 H 0.077372 0.193753 0.879800  0.04
3 H -0.926629 -4.328106 0.945272  0.06
4 H -1.418522 -3.090387 1.677485  0.04
5 H 5.537681 0.639344 -1.980191  0.06
6 H 4.761461 -0.170359 -0.954567  0.04
7 H -2.656786 -1.649643 0.503330  0.02
8 H -2.984063 -2.636559 1.611901  0.01
9 H 1.774346 4.552112 -0.836099  0.05
10 H 0.392251 5.181605 -0.776143  0.04
11 H -4.796723 0.230910 -0.995883  0.06
12 H -3.356582 0.336084 -0.521566  0.04
13 H -0.649674 2.468189 2.652245  0.03
14 H 0.287304 2.670833 3.831673  0.03
15 H 2.898724 -1.068585 -0.035547  0.01
16 H 1.894124 -1.823464 0.819425  0.04
17 H -4.839785 -0.092922 1.505371  0.02
18 H -4.484232 0.834897 2.655491  0.04
19 H 5.167846 -2.551700 -0.312974  0.05
20 H 4.022585 -3.548224 -0.386182  0.05
21 H -1.167546 3.925816 -0.824564  -0.02
22 H -2.374505 4.262457 0.035647  0.03
23 H -2.198300 -1.692328 -1.586121  -0.01
24 H -1.855273 -2.251640 -2.957086  0.03
25 H 5.865608 -0.254621 1.434338  0.06
26 H 4.923470 0.675259 0.687517  0.06
27 H -1.930099 -0.183454 -3.838139  0.06
28 H -3.163978 -0.495639 -3.007403  0.04
29 O 0.838930 -0.005911 0.323784  -0.07
30 O -1.732594 -3.856732 1.184469  -0.05
31 O 5.497389 0.446615 -1.036675  -0.12
32 O -3.355463 -1.895494 1.120094  -0.06
33 O 0.845958 4.365747 -1.015970  -0.05
34 O -3.891518 0.041045 -1.267077  -0.05
35 O -0.258257 2.003453 3.400445  -0.06
36 O 2.528995 -1.099081 0.854037  -0.12
37 O -4.183210 0.555567 1.783510  -0.07
38 O 4.208526 -2.613383 -0.243039  -0.05
39 O -2.042623 3.602012 -0.582945  -0.05
40 O -1.568754 -2.266288 -2.036932  -0.09
41 O 5.823255 0.330223 0.669385  -0.12
42 O -2.225256 -0.292317 -2.927085  -0.10

Atomic forces in eV per Å
H -0.34 0.10 -0.12
H -0.16 0.23 0.02
H -0.12 -0.05 -0.06
H 0.51 -0.17 -0.02
H -0.37 0.14 -1.01
H 0.22 -0.12 -0.39
H -0.19 -0.20 0.04
H -0.76 0.11 -0.42
H -0.04 -0.14 -0.02
H 0.19 0.10 -0.06
H 0.12 -0.06 0.09
H -0.02 0.27 0.00
H -0.01 -0.10 -0.01
H 0.00 -0.14 -0.02
H -0.21 -0.31 0.36
H 0.22 0.32 -0.11
H 0.33 -0.26 0.09
H 0.11 0.06 -0.09
H 0.06 0.05 0.01
H -0.04 0.06 -0.05
H 0.07 -0.37 -0.09
H -0.11 -0.13 -0.05
H 0.27 -0.22 -0.38
H 0.17 0.09 0.57
H -0.01 0.08 0.93
H 0.34 0.05 0.64
H 0.20 0.17 0.04
H -0.04 0.49 0.22
O -2.67 1.72 -0.85
O 0.69 -0.41 0.23
O -1.46 0.76 -8.90
O -0.14 0.25 0.22
O -0.06 0.24 0.08
O -0.86 -0.02 0.56
O -0.04 0.21 -0.02
O 2.45 -1.45 1.23
O -0.42 0.54 0.10
O 0.72 -0.58 -0.49
O -0.03 0.26 0.19
O 0.47 -2.23 0.93
O 1.20 -1.02 8.77
O -0.25 1.66 -2.14


> Which of these has the highest orbital gap?

C5H11NO


> The highest lowest unoccupied orbital energy belongs to which entry?

C44H73BCl12N7O8


> Which of these has the highest highest occupied orbital energy?

C44H73BCl12N7O8